{"formula": "C18H49FN4O6", "method": "the ωB97M-V functional and the def2-TZVPD basis", "multiplicity": 2, "gap_ev": [9.70, 4.86], "s2": 0.75, "total_charge": 1, "homo_ev": [-11.75, -11.75], "species": ["N", "H", "H", "H", "H", "F", "C", "O", "C", "C", "N", "C", "C", "O", "C", "H", "H", "H", "H", "H", "H", "H", "H", "H", "H", "H", "H", "H", "H", "H", "C", "O", "C", "C", "N", "C", "C", "O", "C", "H", "H", "H", "H", "H", "H", "H", "H", "H", "H", "H", "H", "H", "H", "H", "C", "O", "C", "C", "N", "C", "C", "O", "C", "H", "H", "H", "H", "H", "H", "H", "H", "H", "H", "H", "H", "H", "H", "H"], "xyz": [[-0.74451, -0.34531, 0.22605], [-0.73885, -1.02828, 0.97011], [-1.12332, -0.74761, -0.61938], [0.14214, 0.05465, -0.04596], [-1.45290, 0.34857, 0.41789], [-2.78773, 1.32290, 0.85864], [-2.15727, -3.95047, 1.99520], [-2.43591, -2.59810, 1.55954], [-3.24270, -1.86054, 2.47181], [-2.45350, -1.21970, 3.59839], [-1.64470, -0.13075, 3.05721], [-1.07272, 0.73198, 4.06017], [-0.01555, 1.66582, 3.43910], [0.77999, 2.40041, 4.29475], [0.17807, 3.48161, 4.96714], [-1.29399, -4.41427, 1.51798], [-3.04891, -4.56187, 1.85645], [-1.88471, -4.07269, 3.04347], [-4.03272, -2.47386, 2.90517], [-3.80224, -1.12103, 1.89896], [-1.79873, -1.94958, 4.07447], [-3.14747, -0.85805, 4.35716], [-2.20865, 0.35534, 2.37473], [-0.70702, 0.18695, 4.93040], [-1.92200, 1.26962, 4.48179], [-0.52268, 2.30679, 2.71793], [0.68887, 1.10663, 2.82330], [0.90934, 4.08154, 5.50882], [-0.51263, 3.11968, 5.72873], [-0.40684, 4.13151, 4.31628], [1.00442, -3.72555, 0.20218], [0.04787, -2.95996, -0.46819], [0.04602, -3.28039, -1.84578], [-1.11488, -2.46202, -2.54903], [-0.77357, -1.02261, -2.50371], [-1.94188, -0.17793, -2.88012], [-2.25117, -0.16193, -4.39173], [-1.22449, 0.47908, -5.15418], [-1.46595, 0.59320, -6.54744], [1.04702, -3.30548, 1.20709], [1.96867, -3.58226, -0.28545], [0.78575, -4.79316, 0.18028], [-0.18213, -4.33643, -1.99004], [1.03305, -3.11545, -2.27782], [-2.09890, -2.73442, -2.16746], [-1.14454, -2.75973, -3.59718], [-0.01839, -0.98324, -3.17322], [-1.77428, 0.87661, -2.66116], [-2.82429, -0.46559, -2.30853], [-3.11655, 0.48261, -4.54587], [-2.54733, -1.10943, -4.84188], [-1.61655, -0.32312, -7.11822], [-0.61692, 1.09736, -7.00903], [-2.25501, 1.31297, -6.76524], [5.76796, 0.59546, -0.28868], [4.33966, 0.48408, -0.16791], [3.74183, -0.13880, -1.29548], [2.27319, -0.40502, -0.98786], [1.72548, 0.78138, -0.32318], [1.31264, 1.91351, -1.21119], [0.77509, 3.07810, -0.36596], [1.88590, 3.76576, 0.29405], [1.46764, 4.82528, 1.13522], [6.20184, 1.04482, 0.60458], [5.97515, 1.40023, -0.99403], [6.24262, -0.36329, -0.49754], [4.21019, -1.06730, -1.62204], [3.83015, 0.52968, -2.15189], [2.18495, -1.28138, -0.34575], [1.72468, -0.49838, -1.92516], [2.57718, 1.11764, 0.10301], [0.65498, 1.55233, -2.00184], [2.23515, 2.21303, -1.70854], [0.08217, 2.70061, 0.38601], [0.23909, 3.75968, -1.02647], [0.65740, 5.35695, 0.63630], [2.28542, 5.49352, 1.40500], [1.10353, 4.36713, 2.05479]], "forces_ev_per_angstrom": [[-1.329, -0.688, -0.115], [0.314, -0.382, -0.192], [0.340, -0.902, -0.563], [1.410, 0.537, 0.555], [-1.201, 1.792, 0.771], [0.877, -1.059, 0.936], [-0.309, -0.113, 0.309], [0.655, -0.377, 0.687], [-0.498, -0.606, -0.221], [0.525, -1.011, -1.191], [-1.357, -0.020, 3.513], [1.093, -0.129, -0.039], [0.010, 0.425, -1.030], [0.509, 0.018, 0.584], [-0.783, 0.093, 0.532], [-0.276, 0.556, -0.760], [0.011, -0.057, -0.236], [-0.190, 0.677, 0.434], [0.082, -0.380, 0.161], [0.350, 0.324, -0.171], [0.086, -0.011, 0.153], [0.078, 0.444, 0.164], [-0.212, 1.435, -2.657], [0.302, -0.426, -0.246], [-0.375, 0.574, -0.233], [-0.357, 0.277, -0.055], [-0.047, -0.456, 0.157], [0.294, -0.264, -0.378], [-0.200, -0.151, 0.187], [0.128, 0.039, -0.370], [0.391, 0.474, 0.135], [-0.371, -0.067, -0.598], [-2.074, 0.525, -0.442], [1.878, -0.547, -0.134], [-1.529, -0.538, 0.399], [0.983, 0.142, -1.723], [-0.826, 0.937, -0.646], [0.668, -0.839, 0.412], [0.225, 0.977, -0.219], [0.155, -0.433, 0.162], [0.366, -0.081, 0.111], [-0.171, -0.129, 0.216], [0.002, -0.287, 0.067], [0.103, 0.371, -0.207], [0.132, 0.356, 0.554], [0.015, -0.411, -0.157], [-0.003, 0.887, -0.212], [0.376, -0.013, 0.405], [0.048, -0.242, -0.068], [-0.538, -0.019, 0.336], [0.360, -0.449, 0.149], [-0.195, -0.354, 0.459], [0.414, -0.252, 0.356], [-0.640, -0.255, 0.220], [-0.500, 1.067, 0.161], [0.660, -0.933, 0.122], [0.017, 0.083, -0.485], [0.344, 1.046, -0.633], [-0.416, 0.259, 0.150], [1.331, -0.444, 0.667], [1.018, 0.129, 0.028], [-0.265, -0.836, -1.129], [-0.573, -0.773, -0.041], [-0.452, -0.524, 0.499], [0.209, -0.476, -0.799], [-0.023, 0.125, -0.219], [0.411, -0.202, 0.377], [-0.028, 0.253, -0.197], [-0.239, 0.008, -0.064], [0.101, -0.673, 0.013], [-0.294, 0.545, 1.116], [-0.467, 0.139, 0.251], [-0.116, 0.619, -0.345], [-0.186, -0.034, 0.109], [-0.030, 0.267, 0.052], [-0.018, 0.394, 0.193], [0.110, -0.188, -0.414], [-0.294, 0.234, 0.327]], "mulliken_charge": [0.6924, 0.1394, -0.2084, -0.0106, 0.9863, -0.8697, -0.8132, -0.1130, -0.7749, -0.7408, 0.3026, -0.7791, -0.4340, -0.4345, -0.7522, 0.1497, 0.3295, 0.3704, 0.4740, 0.4440, 0.4145, 0.4585, 0.2238, 0.4887, 0.4508, 0.4339, 0.2293, 0.2820, 0.3009, 0.3229, -1.3119, 0.2441, -0.7539, -1.0830, -0.5328, -0.6748, -0.8277, -0.2575, -0.8293, 0.3604, 0.4533, 0.2917, 0.4970, 0.4597, 0.4006, 0.4938, 0.4614, 0.2683, 0.4806, 0.5129, 0.3937, 0.3101, 0.2664, 0.3243, -0.8577, -0.3587, -0.9991, 0.2838, -0.7864, -0.9639, -0.3489, -0.3682, -0.4071, 0.2696, 0.3519, 0.3104, 0.5680, 0.4141, -0.0749, -0.3441, 0.7708, 0.3800, 0.5792, 0.0126, 0.4745, 0.3381, 0.2652, -0.0196]}

---

{"formula": "C18H49N3O9PSn4", "method": "the ωB97M-V functional and the def2-TZVPD basis", "multiplicity": 1, "gap_ev": 1.98, "total_charge": 5, "homo_ev": -20.18, "species": ["Sn", "Sn", "Sn", "Sn", "P", "O", "O", "O", "O", "C", "C", "C", "O", "H", "H", "H", "H", "H", "H", "H", "H", "C", "C", "C", "O", "H", "H", "H", "H", "H", "H", "H", "H", "C", "C", "C", "O", "C", "N", "H", "H", "H", "H", "H", "H", "H", "H", "H", "H", "H", "C", "C", "C", "O", "C", "N", "H", "H", "H", "H", "H", "H", "H", "H", "H", "H", "H", "C", "C", "C", "O", "C", "N", "H", "H", "H", "H", "H", "H", "H", "H", "H", "H", "H"], "xyz": [[-3.88178, -2.21495, 3.23139], [-3.63054, 2.13454, 4.23111], [0.92714, -0.55532, 4.06780], [-4.44499, 0.74454, -0.34764], [-1.68369, 0.22798, 1.79207], [-2.41608, -0.90910, 1.10116], [-1.82774, 0.06649, 3.36026], [-2.30084, 1.57301, 1.53944], [-0.17420, 0.09671, 1.47396], [0.38671, 2.83150, -1.90412], [-1.16457, 3.19991, -1.95724], [-1.65647, 3.35789, -3.36045], [-1.79129, 2.11493, -1.31493], [0.58639, 1.81445, -2.24152], [0.67953, 2.87793, -0.85521], [0.91693, 3.61605, -2.44397], [-1.35445, 4.16808, -1.49388], [-1.24342, 4.21225, -3.89669], [-2.73409, 3.22654, -3.45825], [-1.36160, 2.41002, -3.81067], [-1.45485, 2.11303, -0.41582], [2.55826, -0.18925, -0.92869], [3.32370, -0.08210, 0.39949], [4.48315, 0.89951, 0.31158], [2.36847, 0.19287, 1.41134], [1.72160, -0.85674, -0.72239], [3.21713, -0.75978, -1.58329], [2.30892, 0.75612, -1.41057], [3.78806, -1.02861, 0.67623], [5.03408, 0.53395, -0.55499], [5.15709, 0.76998, 1.15841], [4.07333, 1.90911, 0.28240], [1.51483, 0.26543, 0.97818], [-2.30646, 6.42308, 2.60997], [-1.66618, 5.26166, 1.87621], [-0.29482, 4.76270, 2.38818], [0.73937, 5.77827, 2.17170], [2.00368, 5.09501, 1.65706], [-2.69742, 4.20162, 1.87596], [-3.34642, 6.68465, 2.41460], [-1.66515, 7.29702, 2.49567], [-2.32971, 6.35548, 3.69762], [-1.67748, 5.72396, 0.88917], [-0.17548, 3.91312, 1.71583], [-0.26961, 4.39767, 3.41493], [2.60677, 5.73534, 1.01335], [1.81108, 4.10407, 1.24592], [2.75126, 4.90726, 2.42776], [-2.28873, 3.27809, 1.88870], [-3.11189, 4.21677, 0.95504], [0.26547, -5.32040, 1.49410], [1.44026, -4.33394, 1.67775], [2.38998, -4.20401, 0.39003], [1.85602, -3.99574, -0.84523], [2.47206, -4.51163, -1.90583], [1.01135, -2.99297, 1.90182], [-0.35850, -5.42403, 2.38181], [0.62278, -6.32996, 1.29109], [-0.41798, -5.08044, 0.67960], [1.94773, -4.61349, 2.60102], [2.87088, -5.17935, 0.31546], [3.27786, -3.60788, 0.60072], [2.51634, -5.60025, -1.87346], [3.51568, -4.23400, -1.75792], [2.13634, -4.29064, -2.91902], [1.25846, -2.47641, 1.06983], [0.01044, -2.91268, 1.79305], [-1.35839, -0.88174, -2.37137], [-2.04446, -2.23455, -2.33267], [-1.11174, -3.47089, -1.99019], [-1.71164, -4.75399, -2.15959], [-0.81668, -5.74346, -2.25135], [-2.97685, -2.08208, -1.19474], [-2.12673, -0.13196, -2.55999], [-0.74192, -0.60232, -3.22576], [-0.95479, -0.46574, -1.44825], [-2.55097, -2.46309, -3.27039], [-0.72024, -3.34594, -0.98063], [-0.36854, -3.30806, -2.77074], [-0.30414, -5.63604, -3.20732], [-1.24774, -6.73912, -2.35603], [-0.06125, -5.79366, -1.46719], [-2.52167, -1.83974, -0.32631], [-3.20460, -3.05290, -1.03430]], "forces_ev_per_angstrom": [[1.458, 0.752, -1.008], [1.346, 0.816, -1.589], [0.294, -0.211, -3.370], [2.593, -0.710, -0.915], [4.276, -0.488, 0.864], [-3.011, -1.198, 0.883], [-1.212, -0.852, 2.155], [-2.301, 0.962, -0.972], [-1.748, 0.103, 1.529], [-1.591, 1.126, 0.465], [2.224, 1.117, -1.107], [-0.115, -2.118, -0.432], [-2.081, -1.084, 1.022], [-0.189, 0.255, -0.456], [0.249, 0.083, 0.170], [0.274, -0.332, -0.100], [0.097, -0.125, 0.872], [-0.211, -0.142, 0.137], [-0.291, 0.947, 0.266], [0.520, 0.148, -0.827], [0.143, -0.149, 0.341], [1.105, -1.091, 0.586], [0.937, -0.101, -0.824], [-0.659, -0.733, 0.624], [-0.529, 0.514, 1.807], [-0.543, 0.179, -0.420], [-0.105, 0.169, -0.367], [-0.096, -0.060, 0.309], [-0.212, -0.422, -0.302], [0.145, 0.788, -0.224], [-0.088, 0.267, 0.099], [0.502, 0.119, -0.436], [-0.274, 0.133, 0.170], [0.719, 1.560, 1.690], [-1.539, 1.432, 1.872], [0.380, 1.483, -1.799], [0.414, -2.959, -0.785], [-0.180, 0.680, 1.093], [0.977, -1.563, 0.196], [0.158, -0.201, -0.917], [-0.224, 0.215, -0.388], [0.282, -0.794, 0.373], [0.807, -0.704, -0.619], [0.807, -0.424, 0.013], [-0.352, 0.160, 0.391], [-0.948, 0.257, -0.489], [-0.404, 0.285, -0.469], [-0.527, 0.109, 0.864], [0.526, 0.119, -0.210], [-1.043, 0.253, 0.052], [0.226, -0.033, -0.188], [0.098, -1.002, -1.521], [1.772, -3.611, 1.847], [-4.738, 3.001, 1.798], [3.205, -2.022, -1.657], [-1.847, 3.025, 0.372], [0.170, 0.192, 0.372], [0.191, 0.022, 0.020], [0.187, 0.330, -0.233], [0.834, -0.510, -0.632], [0.167, -0.532, 0.336], [-0.200, 0.957, 0.145], [-0.167, -0.494, 0.180], [0.576, 0.074, -0.942], [-0.485, 0.810, 0.505], [0.598, 0.903, 0.130], [-0.619, -0.264, 0.341], [-0.191, 1.098, -1.006], [0.735, -0.042, 1.283], [-0.606, 0.909, -1.564], [-2.358, 3.349, 1.125], [2.107, -2.600, -1.305], [-1.152, -0.661, -0.168], [-0.802, -0.022, -0.045], [0.624, -0.767, 0.129], [0.565, -0.767, 0.216], [-0.266, 0.110, 0.168], [0.435, -0.108, 0.085], [0.788, -0.472, 0.288], [0.678, 0.051, -0.217], [-0.650, 0.254, 0.382], [0.083, 0.306, 0.314], [0.710, 0.333, -0.502], [-1.426, -0.384, 0.128]], "mulliken_charge": [1.4745, 1.4359, 1.4361, 1.4538, 0.0716, -0.7551, -1.1208, -0.8192, 0.4701, -0.7443, 0.4842, -1.3765, 0.0047, 0.0232, 0.0455, 0.5537, 0.0354, 0.4342, 0.3382, 0.3417, -0.1923, -0.9575, 0.5871, -1.4111, -0.2722, 0.1471, 0.5183, 0.1685, 0.0865, 0.3841, 0.4090, 0.2742, 0.1613, -1.7166, 0.4991, 0.2045, -0.3604, -0.3261, -0.2843, 0.4193, 0.4016, 0.3745, 0.1147, -0.1321, 0.2653, 0.3291, -0.0803, 0.3126, 0.1330, 0.3099, -1.3630, 0.3892, -1.2528, 0.1463, -1.0336, -0.0069, 0.4096, 0.4353, 0.2156, 0.3538, 0.6660, 0.4041, 0.4247, 0.4133, 0.2873, -0.2129, 0.1189, -0.8571, 0.0414, -0.3308, -0.3803, -0.4637, -0.2791, 0.1079, 0.6435, -0.0321, 0.5115, 0.0052, 0.3875, 0.3519, 0.3492, 0.0307, -0.0212, 0.3868]}

---

F_max (eV/Å)
3.77, 5.89